(1)
A molecular structure, C8H6F11N3O4PdS2. Source: the OMol25 dataset; level of theory: wB97M-V/def2-TZVPD.

Properties
Net charge: +2
Multiplicity: 1
Max |F| in hartree/bohr: 0.0482
Molecular weight in g mol⁻¹: 587.69
LUMO level (spin up / spin down) in eV: -11.2 / -11.2
HOMO-LUMO gap (spin up / spin down) in eV: 4.9 / 4.9
ΔE to the lowest compared entry with this formula, charge and spin in kcal/mol: 28.50
HOMO (spin up / spin down) in eV: -16.10 / -16.10

CARTESIAN COORDINATES (ANGSTROEM)
Pd 0.285154 -0.299512 0.068200
F 3.103750 1.556453 -0.789357
C 4.026073 0.577031 -0.532360
F 4.797978 0.978442 0.441035
F 4.685418 0.327597 -1.626396
S 3.036187 -0.905272 0.022826
O 2.039680 -1.104312 -1.039789
O 3.829738 -1.994608 0.436025
N 2.185268 -0.113893 1.185927
S 1.557038 -0.901272 2.475703
O 2.425731 -1.610048 3.326003
O 0.377418 -1.579198 1.919544
C 0.877181 0.637094 3.293756
F 0.244412 0.346694 4.389780
F -0.011435 1.172576 2.406087
F 1.835009 1.513811 3.473324
F -0.388307 2.833278 -0.417403
C 0.486669 2.830424 -1.304999
F 0.608851 1.734974 -1.895220
C 0.782020 4.228051 -2.106320
F 1.622815 3.958211 -3.053076
F 1.207767 5.117633 -1.268577
F -0.422444 4.484147 -2.554235
C -4.136542 -3.407002 -0.332220
N -3.307708 -2.205338 -0.491076
C -3.694359 -1.035725 -1.104795
C -2.632124 -0.198611 -1.051324
N -1.606511 -0.851352 -0.396666
C -2.051946 -2.062562 -0.078867
H -5.181898 -3.116904 -0.301475
H -3.873094 -3.920406 0.587455
H -3.984552 -4.079856 -1.172995
H -4.676798 -0.896313 -1.521613
H -2.551947 0.800153 -1.442513
H -1.494508 -2.814375 0.455625

Cartesian forces, eV/Å:
-0.1 -0.6 1.9
0.2 -0.1 0.0
-0.2 0.1 0.2
0.1 0.0 0.0
0.1 -0.1 0.0
-0.3 0.0 -0.2
0.4 -0.1 -0.4
0.2 0.3 0.0
-0.7 -0.2 -0.8
-0.1 0.0 0.1
0.1 0.2 -0.1
-0.3 0.0 0.1
-0.1 0.3 -0.5
0.1 -0.2 0.2
0.0 -0.1 0.1
0.1 -0.1 0.3
0.8 0.0 0.5
-2.0 0.1 -1.5
0.7 0.4 0.3
0.8 -0.1 0.4
0.0 0.0 0.0
0.0 0.0 0.0
-0.1 0.0 0.0
0.0 -0.1 -0.1
-0.2 0.0 0.1
0.0 -0.1 0.0
0.1 0.0 -0.1
0.5 0.2 -0.5
0.0 0.0 0.1
0.0 0.1 0.1
0.0 0.1 0.1
0.1 0.0 0.0
0.0 0.0 0.0
0.0 0.0 0.0
0.0 0.0 0.0

(2)
A single C8H6F2N2O molecule. Source: the OMol25 dataset; level of theory: wB97M-V/def2-TZVPD.

Properties
Net charge: 0
Multiplicity: 1
Max |F| in hartree/bohr: 0.0900
SMILES: C=C[C@](F)(C#N)O[C@@](F)(C#N)C=C
Molecular weight in g mol⁻¹: 184.15
LUMO level in eV: 0.5
HOMO-LUMO gap in eV: 11.2
ΔE to the lowest compared entry with this formula, charge and spin in kcal/mol: 17.87
HOMO in eV: -10.75

CARTESIAN COORDINATES (ANGSTROEM)
C 2.161346 -1.470787 -0.170737
C 0.705144 2.870674 0.318371
C -0.566079 -2.466071 1.292111
C -1.873346 1.382563 -1.325310
C 0.414809 -1.573211 1.311094
C -0.556533 1.538650 -1.336037
C 0.903194 -0.746689 -0.092864
C 0.101422 1.490471 0.009590
N 3.045230 -2.202320 -0.294664
N 0.943551 3.962305 0.579061
O 1.165076 0.584762 -0.056381
F 0.007094 -1.166623 -1.072427
F -0.728392 1.013719 1.047544
H -0.696613 -3.272167 2.030183
H -1.213839 -2.576228 0.503424
H -2.510894 1.334034 -2.161253
H -2.483140 1.277897 -0.501388
H 1.133670 -1.604413 2.074043
H 0.048296 1.623427 -2.154361

Cartesian forces, eV/Å:
1.3 -0.9 -1.6
-1.1 -1.3 0.5
1.4 -0.2 1.4
1.0 0.3 -1.5
-0.9 0.6 -2.4
-3.3 -0.4 3.0
-1.8 -2.9 3.2
0.6 -0.1 0.5
-0.5 0.7 0.3
0.2 -0.1 -0.2
0.6 0.5 0.0
1.0 0.8 0.3
0.7 1.5 -1.3
0.3 0.9 0.1
-1.4 0.1 -1.9
-0.1 0.1 -1.6
-0.5 -0.2 2.3
1.0 0.5 0.9
1.5 0.3 -2.0

(3)
A molecular structure, C8H6I2NNiO4. Source: the OMol25 dataset; level of theory: wB97M-V/def2-TZVPD.

Properties
Net charge: +1
Multiplicity: 3
Max |F| in hartree/bohr: 0.0202
Molecular weight in g mol⁻¹: 492.64
LUMO level (spin up / spin down) in eV: -4.2 / -5.3
HOMO-LUMO gap (spin up / spin down) in eV: 8.7 / 7.8
HOMO (spin up / spin down) in eV: -12.87 / -13.15
⟨S²⟩: 2.004

CARTESIAN COORDINATES (ANGSTROEM)
Ni 0.894989 -1.125988 0.000168
O 1.143017 3.264224 0.000159
C 0.893687 1.975623 0.000168
O 1.746746 1.102828 0.000190
C -0.536817 1.597955 0.000228
C -1.606292 2.458341 0.000244
C -2.884773 1.896061 0.000268
C -3.029994 0.522961 0.000271
C -1.883940 -0.267747 0.000250
N -0.679274 0.272962 0.000234
C -1.859758 -1.757508 0.000307
O -2.865600 -2.405372 0.000176
O -0.629658 -2.245396 0.000213
H 2.106615 3.414104 0.000140
H -1.455930 3.528419 0.000220
H -3.753756 2.539835 0.000280
H -3.997130 0.038572 0.000301
I 3.963974 -1.011523 0.000162
C 3.887591 -3.123176 -0.000930
I 1.843660 -3.674637 -0.000278
H 4.351789 -3.500787 0.899906
H 4.350844 -3.499745 -0.902667

Cartesian forces, eV/Å:
-0.7 0.4 0.0
0.2 0.0 0.0
0.2 -0.1 0.0
0.2 0.3 0.0
0.1 0.0 0.0
-0.2 0.1 0.0
0.0 0.1 0.0
0.0 -0.2 0.0
0.0 0.6 0.0
0.3 0.1 0.0
0.6 -0.8 0.0
-0.4 -0.1 0.0
-0.6 -0.2 0.0
-0.2 0.0 0.0
0.0 0.0 0.0
0.0 0.0 0.0
0.0 0.0 0.0
0.1 0.0 0.0
0.0 0.0 0.0
0.1 -0.1 0.0
0.1 0.0 0.0
0.1 0.0 0.0

(4)
A molecular structure, C8H6O3. Source: the OMol25 dataset; level of theory: wB97M-V/def2-TZVPD.

Properties
Net charge: 0
Multiplicity: 1
Max |F| in hartree/bohr: 0.1247
Molecular weight in g mol⁻¹: 150.13
LUMO level (spin up / spin down) in eV: -1.5 / -1.5
HOMO-LUMO gap (spin up / spin down) in eV: 7.4 / 7.4
ΔE to the lowest compared entry with this formula, charge and spin in kcal/mol: 157.69
HOMO (spin up / spin down) in eV: -8.83 / -8.94

CARTESIAN COORDINATES (ANGSTROEM)
C -0.367730 1.099215 0.757116
C -0.240795 0.055857 1.707418
C 0.168238 0.071927 -0.752477
C 0.078125 -1.165510 1.139725
C -0.782384 1.304490 2.089228
C 0.293170 0.457298 -2.151225
C 0.132862 -2.541376 1.727283
C 0.161818 1.918724 -2.378169
O -1.156054 2.092514 2.918181
O 0.522970 -0.400237 -3.020011
O 0.282035 -1.068159 -0.175894
H 1.195321 -2.817884 1.958889
H -0.447576 -2.665817 2.667345
H -0.132491 -3.248274 1.030846
H 0.396017 2.576390 -1.633603
H -0.886783 2.122205 -2.701849
H 0.783257 2.208639 -3.182803

Cartesian forces, eV/Å:
2.2 -3.9 -4.6
-0.3 0.2 -1.7
-2.0 3.8 3.9
-0.3 -1.1 0.9
-0.5 2.4 2.1
0.8 -1.7 -0.4
1.9 1.2 1.9
-1.9 -0.9 -2.4
0.2 -1.2 -0.7
-0.5 1.6 1.4
0.2 -0.7 0.4
-0.7 0.4 0.1
0.3 0.4 -0.8
-1.0 -1.6 -1.7
0.4 1.1 2.6
0.6 -0.1 0.2
0.6 0.0 -1.2

(5)
2 unconnected molecules or ions with the total composition C8H6O5S2. Source: the OMol25 dataset; level of theory: wB97M-V/def2-TZVPD.

Properties
Net charge: -2
Multiplicity: 1
Max |F| in hartree/bohr: 0.0613
Molecular weight in g mol⁻¹: 246.27
LUMO level (spin up / spin down) in eV: 5.4 / 5.4
HOMO-LUMO gap (spin up / spin down) in eV: 6.0 / 6.1
ΔE to the lowest compared entry with this formula, charge and spin in kcal/mol: 0.00
HOMO (spin up / spin down) in eV: -0.63 / -0.74

CARTESIAN COORDINATES (ANGSTROEM)
C -3.042575 0.767553 -0.067720
C -1.989717 1.392039 0.564618
C -2.798016 -0.431073 -0.804495
C -0.700167 0.747107 0.663528
C -1.620743 -1.067622 -0.660422
C -0.570745 -0.524512 0.093180
C 0.690553 -1.265983 0.146146
C 1.949742 -0.800199 0.226050
O 2.971617 -2.796348 -1.055299
O 2.460920 2.654752 1.285765
O 2.918361 -2.822339 1.509893
O 1.083691 2.371275 -0.717364
O 3.549214 1.998086 -0.838570
S 3.306510 -2.086655 0.255490
S 2.290554 1.966054 -0.001152
H -4.058195 1.282642 -0.173919
H -2.123239 2.449342 0.873667
H -3.658223 -0.902131 -1.261421
H 0.169259 1.393080 1.154368
H -1.400268 -1.982122 -1.328546
H 0.571475 -2.342941 0.136198

Cartesian forces, eV/Å:
-1.0 0.1 -1.3
1.3 0.1 0.1
-2.1 1.2 1.7
-0.7 2.0 0.8
1.5 -1.8 -1.5
1.0 0.9 0.2
1.1 0.7 0.3
-1.4 0.8 -0.1
0.2 0.2 1.4
-0.3 -0.5 0.0
-0.1 -0.2 -0.6
0.1 0.0 -0.2
-2.1 -0.2 1.3
0.4 0.0 -0.8
2.6 -0.6 -1.5
1.5 -0.7 0.2
0.2 -0.9 0.2
0.1 0.0 -0.5
-2.1 -2.1 -1.0
-0.3 1.3 1.5
0.1 -0.3 -0.2

(6)
A molecular structure, C8H7BiCl2IrN3O4. Source: the OMol25 dataset; level of theory: wB97M-V/def2-TZVPD.

Properties
Net charge: +4
Multiplicity: 5
Max |F| in hartree/bohr: 0.1511
Molecular weight in g mol⁻¹: 681.26
LUMO level (spin up / spin down) in eV: -16.1 / -19.2
HOMO-LUMO gap (spin up / spin down) in eV: 6.2 / 5.3
ΔE to the lowest compared entry with this formula, charge and spin in kcal/mol: 0.00
HOMO (spin up / spin down) in eV: -22.39 / -24.49
⟨S²⟩: 6.078

CARTESIAN COORDINATES (ANGSTROEM)
Bi 0.102367 0.004549 -2.494606
Ir 0.067525 1.859211 -0.477658
Cl -1.149335 -2.132860 -2.741933
Cl -0.822231 4.006609 -0.769097
C 1.515141 2.623315 -1.299005
C 0.998717 -1.223668 -4.972939
C 0.549382 1.750086 -4.653372
O 2.442068 3.149651 -1.774443
O 1.109756 -1.981410 -5.818595
O 0.790396 2.509041 -5.470309
C -2.764280 -0.407300 2.762587
N -1.384656 -0.524897 2.252579
C -0.471285 -1.422176 2.793431
C 0.794636 -1.507909 2.290701
C 1.168112 -0.702705 1.201204
N 0.242280 0.150238 0.721375
C -0.977720 0.302267 1.271569
O -1.628557 1.258765 0.746510
N 2.368060 -0.785118 0.600361
H -2.973207 0.626132 3.072415
H -2.855211 -1.077594 3.622073
H -3.486878 -0.699803 1.986568
H -0.866015 -1.998822 3.627980
H 1.521692 -2.189594 2.701223
H 3.056409 -1.429616 0.962434
H 2.652823 -0.156401 -0.141055

Cartesian forces, eV/Å:
-1.1 -1.6 -2.5
-3.5 2.7 2.2
0.6 1.0 0.4
0.5 -1.6 -0.3
6.7 2.8 -2.7
0.3 -2.4 -2.4
0.8 2.4 -2.2
-4.3 -2.3 2.0
-0.3 2.4 2.5
-0.8 -2.5 2.5
-0.5 -0.3 0.6
0.4 -1.9 2.1
-3.1 1.5 -0.1
1.2 -1.0 0.5
1.8 0.9 -2.4
1.4 0.1 -0.7
-0.2 2.1 -1.9
0.8 -1.7 0.8
-2.0 0.0 1.5
0.2 -0.1 -0.1
-0.1 0.1 -0.2
0.2 0.1 0.0
0.3 -0.2 0.0
0.1 -0.3 0.4
0.5 -0.3 0.1
0.1 0.0 0.0

Number 1: energy -76072.995 eV. Number 2: energy -18851.428 eV. Number 3: energy -75311.915 eV. Number 4: energy -14528.735 eV. Number 5: energy -40297.606 eV. Number 6: energy -54741.298 eV.